No. 1
DFT (the ωB97M-V functional and the def2-TZVPD basis) results for C8H13N2O3S as an isolated structure in a non-equilibrium geometry.

Output
Relative energy (zero: lowest compared OMol25 entry of this formula, charge and spin): 2.7513 eV
HOMO level (alpha / beta): -12.6 / -12.6 eV
Gap between HOMO and LUMO (alpha / beta): 0.259 / 0.260 hartree
Total charge: +1
Spin multiplicity: 1

Last column: Löwdin charge in e.
CARTESIAN COORDINATES (ANGSTROEM)
C -4.03 1.21 -0.01  -0.02
C -4.32 -0.11 0.13  -0.03
C -2.74 1.69 -0.18  0.07
C -3.25 -1.02 0.15  -0.02
C -1.74 0.74 -0.16  -0.37
C 2.25 0.79 1.03  -0.11
C 3.29 -1.36 0.25  0.02
C 2.34 0.38 -1.37  -0.09
N -2.02 -0.57 -0.09  0.04
N 2.45 -0.16 -0.01  -0.28
O 0.15 -1.50 1.26  -0.22
O 0.05 -1.74 -1.25  -0.22
O -0.42 0.88 -0.09  -0.06
S -0.06 -0.98 -0.05  0.92
H -4.94 1.81 0.08  0.13
H -5.35 -0.56 0.37  0.15
H -2.62 2.71 -0.19  0.11
H -3.46 -2.09 0.38  0.16
H 2.34 0.32 1.92  0.05
H 3.10 1.53 1.17  0.13
H 1.33 1.37 1.07  0.08
H 3.57 -1.69 -0.67  0.08
H 4.13 -1.17 0.82  0.09
H 2.75 -2.04 0.73  0.05
H 3.41 0.48 -1.80  0.13
H 1.74 -0.34 -2.07  0.11
H 2.05 1.43 -1.43  0.09

---

No. 2
DFT (the ωB97M-V functional and the def2-TZVPD basis) results for an isolated molecule of C8H13N3O6 in a non-equilibrium geometry.

Output
Relative energy (zero: lowest compared OMol25 entry of this formula, charge and spin): 1.0436 eV
HOMO level: -9.9 eV
Gap between HOMO and LUMO: 0.372 hartree
Total charge: 0
Spin multiplicity: 1

Last column: Löwdin charge in e.
CARTESIAN COORDINATES (ANGSTROEM)
N 4.38 -0.05 -0.62  0.15
C 3.37 0.90 -0.69  -0.54
O 3.64 2.07 -0.80  0.07
C 1.94 0.34 -0.65  -0.07
C 1.68 -0.37 0.69  -0.28
N 2.07 -1.81 0.62  0.05
C 0.19 -0.30 1.06  -0.45
O -0.15 -0.08 2.22  0.07
N -0.70 -0.54 0.07  0.09
C -2.12 -0.70 0.34  -0.19
C -2.85 0.51 0.98  -0.02
C -2.66 1.82 0.26  -0.52
O -3.08 2.87 0.67  0.12
O -1.99 1.78 -0.89  0.11
C -2.89 -1.09 -0.96  -0.45
O -3.92 -1.72 -1.01  0.13
O -2.33 -0.55 -2.05  0.14
H 5.33 0.25 -0.57  0.10
H 4.19 -0.94 -0.17  0.07
H 1.75 -0.32 -1.54  0.14
H 1.27 1.20 -0.76  0.12
H 2.19 0.07 1.56  0.16
H 1.97 -2.23 1.56  0.10
H 1.48 -2.37 0.00  0.07
H -0.38 -1.04 -0.76  0.15
H -2.15 -1.48 1.14  0.17
H -2.47 0.66 2.04  0.15
H -3.93 0.27 1.12  0.16
H -1.97 2.72 -1.14  0.16
H -1.83 0.14 -1.73  0.02

---

No. 3
DFT (the ωB97M-V functional and the def2-TZVPD basis) results for an isolated ion of composition C8H13N4 and charge +1.

Output
Relative energy (zero: lowest compared OMol25 entry of this formula, charge and spin): 1.5881 eV
HOMO level: -12.8 eV
Gap between HOMO and LUMO: 0.330 hartree
Total charge: +1
Spin multiplicity: 1

Last column: Löwdin charge in e.
CARTESIAN COORDINATES (ANGSTROEM)
C -2.40 1.59 -0.22  -0.09
C -1.08 2.02 0.40  -0.23
C -0.25 0.82 0.91  -0.12
C 0.26 -0.01 -0.22  -0.25
C -0.23 -1.28 -0.57  -0.03
C -1.25 -1.95 0.05  -0.12
N -1.68 -3.14 -0.32  0.16
N 1.11 0.58 -1.01  0.18
C 2.31 0.88 -1.25  -0.13
N 3.37 0.43 -0.59  0.16
C 3.74 -0.19 0.39  -0.23
N 4.09 -0.88 1.29  0.24
H -2.95 2.46 -0.55  0.08
H -3.01 1.06 0.51  0.08
H -2.24 0.94 -1.08  0.07
H -0.48 2.57 -0.33  0.11
H -1.27 2.68 1.24  0.12
H 0.61 1.20 1.47  0.13
H -0.86 0.23 1.60  0.11
H 0.25 -1.76 -1.42  0.13
H -1.77 -1.51 0.89  0.13
H -2.44 -3.60 0.16  0.13
H -1.26 -3.62 -1.10  0.13
H 2.53 1.53 -2.09  0.14
H 4.90 -1.05 1.84  0.10

---

No. 4
DFT (the ωB97M-V functional and the def2-TZVPD basis) results for an isolated ion of composition C8H13N4O and charge +1 in a non-equilibrium geometry.

Output
Relative energy (zero: lowest compared OMol25 entry of this formula, charge and spin): 1.3143 eV
HOMO level: -12.7 eV
Gap between HOMO and LUMO: 0.315 hartree
Total charge: +1
Spin multiplicity: 1

Last column: Löwdin charge in e.
CARTESIAN COORDINATES (ANGSTROEM)
C 1.86 -2.29 -0.53  -0.02
C 2.03 -1.14 0.50  -0.24
C 2.84 0.12 0.10  0.06
C 1.31 0.15 0.60  -0.36
N 0.87 0.78 1.77  0.15
O 0.39 0.31 -0.67  0.06
C -0.87 0.68 -0.70  -0.18
N -1.25 1.46 -1.75  0.19
C -2.46 2.03 -1.76  -0.15
N -3.34 1.83 -0.86  0.11
C -3.12 0.89 0.09  -0.01
C -1.93 0.19 0.17  -0.17
N -1.76 -0.77 1.14  0.17
H 0.77 -2.50 -0.57  0.08
H 2.45 -3.17 -0.31  0.08
H 2.02 -1.98 -1.53  0.06
H 2.26 -1.55 1.48  0.14
H 3.52 0.76 0.59  0.10
H 2.96 0.11 -0.90  0.07
H 1.68 1.13 2.21  0.10
H 0.38 0.19 2.40  0.08
H -0.45 1.88 -2.30  0.22
H -2.70 2.80 -2.49  0.15
H -3.94 0.50 0.62  0.12
H -0.93 -1.28 1.20  0.09
H -2.57 -1.13 1.50  0.08

---

No. 5
DFT (the ωB97M-V functional and the def2-TZVPD basis) results for an isolated ion of composition C8H13N4O2 and charge +1 in a non-equilibrium geometry.

Output
Relative energy (zero: lowest compared OMol25 entry of this formula, charge and spin): 0.0000 eV
HOMO level: -13.5 eV
Gap between HOMO and LUMO: 0.374 hartree
Total charge: +1
Spin multiplicity: 1

Last column: Löwdin charge in e.
CARTESIAN COORDINATES (ANGSTROEM)
N 1.03 -1.70 -1.50  0.09
C 0.49 -0.47 -0.99  -0.25
C 1.58 0.58 -0.61  -0.18
C 2.16 -0.14 0.64  -0.08
C 0.95 -0.77 1.38  -0.06
C -0.23 -0.48 0.47  -0.26
C -1.41 -1.30 0.32  -0.40
O -1.54 -2.49 0.46  0.17
N -2.43 -0.54 -0.28  0.20
C -2.68 0.78 -0.12  -0.54
O -3.71 1.32 -0.38  0.15
N -1.55 1.53 0.13  0.10
C -0.44 0.98 0.73  -0.13
N 0.75 1.72 -0.18  0.18
H 1.48 -2.30 -0.78  0.11
H 0.36 -2.19 -2.23  0.17
H -0.39 -0.12 -1.59  0.17
H 2.26 0.97 -1.38  0.17
H 2.84 0.44 1.24  0.12
H 2.89 -0.81 0.20  0.12
H 0.74 -0.47 2.39  0.13
H 1.20 -1.78 1.46  0.11
H -3.29 -1.11 -0.58  0.22
H -1.74 2.50 0.08  0.17
H -0.54 1.28 1.81  0.20
H 0.13 1.98 -0.92  0.14
H 1.09 2.58 0.24  0.19

---

No. 6
DFT (the ωB97M-V functional and the def2-TZVPD basis) results for an isolated ion of composition C8H13N4O3 and charge +1 in a non-equilibrium geometry.

Output
Relative energy (zero: lowest compared OMol25 entry of this formula, charge and spin): 6.7645 eV
HOMO level (alpha / beta): -13.3 / -13.3 eV
Gap between HOMO and LUMO (alpha / beta): 0.269 / 0.268 hartree
Total charge: +1
Spin multiplicity: 1

Last column: Löwdin charge in e.
CARTESIAN COORDINATES (ANGSTROEM)
C -3.40 0.97 0.52  0.01
C -2.32 0.26 -0.34  -0.07
N -1.85 -0.83 0.47  -0.07
O -2.44 -1.03 1.53  0.16
C -0.74 -1.60 0.19  -0.16
N -0.81 -2.95 0.44  0.18
C 0.27 -3.49 0.03  -0.06
C 1.12 -2.50 -0.51  0.03
N 0.50 -1.34 -0.49  0.12
C 1.30 -0.07 -0.77  -0.55
O 0.45 1.05 -0.72  0.07
O 1.94 -0.32 -1.95  0.11
N 2.26 -0.09 0.31  -0.04
C 2.21 0.59 1.60  -0.05
C 3.23 0.91 0.62  -0.09
H -2.96 1.69 1.07  0.06
H -4.11 1.37 -0.02  0.04
H -3.94 0.34 1.19  0.09
H -2.64 -0.02 -1.26  0.12
H -1.55 0.84 -0.73  0.09
H 0.41 -4.51 0.11  0.11
H 2.10 -2.46 -0.88  0.14
H 1.08 1.72 -0.44  0.11
H 1.36 -0.80 -2.61  0.17
H 2.49 -0.02 2.36  0.09
H 1.45 1.18 1.82  0.07
H 3.10 1.85 -0.08  0.16
H 4.28 0.43 0.58  0.15